ORCA calculation (the ωB97M-V functional and the def2-TZVPD basis) on a 14-piece molecular cluster, C18H64N6O14 overall.

```
102
Properties=species:S:1:pos:R:3:forces:R:3
C -1.88690 -1.04583 3.98228 -0.876 -0.914 -0.672
C -2.94890 -0.11483 4.55828 0.691 -1.121 2.102
O -2.82090 1.18717 4.07428 0.469 0.389 -0.389
H -0.89290 -0.70383 4.14928 0.846 0.429 0.488
H -1.98190 -1.08783 2.88428 -0.105 -0.111 0.455
H -1.97190 -2.09983 4.40428 -0.041 1.379 -0.471
H -2.76590 -0.12683 5.69828 -0.675 0.029 -1.377
H -3.93290 -0.53183 4.32728 -0.071 0.050 0.189
H -3.62790 1.67517 4.24428 -0.129 0.017 0.025
C -0.11390 -0.97083 -0.72172 -0.214 -0.792 1.267
C 0.39310 -0.16783 0.51328 -1.375 -1.111 -1.564
O 0.41410 1.14217 0.12428 1.953 2.856 0.678
H -0.31790 -1.99483 -0.38572 0.264 -0.094 -0.312
H 0.62710 -0.96083 -1.50872 0.333 -0.121 -0.159
H -1.07190 -0.62983 -1.16372 0.475 0.313 0.647
H 1.36410 -0.38283 0.88028 1.016 -1.157 -0.006
H -0.27890 -0.25283 1.34128 -0.781 -0.443 0.723
H 1.34310 1.47917 0.34728 -1.792 -0.285 -0.884
C -1.76290 -3.56183 1.76128 0.882 0.371 -0.844
C -1.08890 -4.89183 1.91728 0.259 0.681 1.298
O -0.09090 -5.09483 0.93728 -0.849 1.810 -0.446
H -1.02790 -2.73383 1.81228 -0.350 -0.424 -0.032
H -2.49990 -3.39183 2.52328 -0.358 -0.059 0.324
H -2.23390 -3.51883 0.78428 -0.105 0.058 -0.081
H -1.82390 -5.67083 1.99028 -0.368 -0.654 -0.517
H -0.56890 -4.91083 2.86428 0.075 -0.002 0.702
H -0.00690 -6.00883 0.85728 0.653 -2.292 -0.507
C 2.09210 5.50717 1.92728 -2.179 0.589 0.286
C 0.55810 5.25017 1.66328 1.092 0.308 -1.515
O 0.51610 3.82617 1.37428 -0.717 0.491 0.870
H 2.31510 6.56317 1.85428 0.285 0.256 -0.155
H 2.70310 4.89517 1.26528 -0.080 0.249 0.005
H 2.22410 5.22617 2.94728 0.716 -0.363 0.762
H 0.29310 5.78917 0.69928 -0.014 -0.792 1.061
H -0.18890 5.60417 2.44028 1.155 -0.641 -0.677
H 0.27910 3.35517 2.19528 -0.205 0.286 -0.684
C -1.75490 1.30917 -2.76872 -4.246 -2.415 3.749
O -2.75990 0.65317 -2.07272 4.649 2.513 -3.399
N -0.64290 1.71417 -2.21672 2.226 0.398 1.550
N -1.85890 1.72917 -4.00772 -2.548 -0.595 -4.127
H -0.30290 1.36117 -1.30172 -0.506 0.583 -0.413
H 0.13810 2.11417 -2.75672 -0.700 -0.482 0.312
H -2.52390 1.24617 -4.67472 1.133 1.139 1.460
H -1.17990 2.36517 -4.40772 -0.162 -0.504 0.107
C 3.35910 1.45717 1.77128 2.898 -4.624 -0.108
O 4.32710 0.55717 1.69928 -3.355 4.120 0.073
N 2.59110 1.49217 2.84428 -0.957 0.078 2.952
N 2.90710 2.16617 0.75428 -1.069 2.366 -0.731
H 3.06310 0.95617 3.56128 -0.791 0.096 0.404
H 1.66310 1.94117 3.00828 1.703 -0.634 -0.513
H 3.44610 2.02417 -0.03472 0.924 -0.022 -2.150
H 2.28010 3.01517 0.78828 0.927 -1.429 0.423
C 2.44510 3.83117 -1.90272 0.001 -5.272 -2.089
O 2.13510 2.52417 -2.09772 0.917 6.213 1.219
N 3.70610 4.24317 -1.98472 3.295 -0.172 1.516
N 1.65610 4.87817 -1.87072 -6.517 0.381 1.214
H 4.33010 3.41317 -1.89072 -0.096 1.508 -0.137
H 3.95710 5.18417 -1.53072 -0.196 -2.390 -1.070
H 0.63010 4.61617 -1.68772 2.041 0.593 -0.518
H 1.84610 5.81617 -1.52272 0.596 -0.703 -0.275
C -2.57890 2.14217 1.04028 1.324 1.217 -0.257
O -3.36790 2.64717 -0.01972 -0.749 -0.167 0.403
H -2.39690 1.06117 1.06528 -0.319 0.075 -0.305
H -2.91590 2.44917 2.03928 -0.460 -0.009 -0.578
H -1.62890 2.67117 0.85628 0.303 -0.689 0.747
H -2.94790 2.32817 -0.82872 -0.369 -0.398 -0.067
C -3.76090 -1.29583 0.79828 -0.345 -1.168 -1.376
O -4.55490 -0.47783 -0.04672 -0.222 -0.227 1.651
H -3.99590 -2.39783 0.61828 -0.208 1.166 0.757
H -3.87190 -0.99083 1.83128 -0.103 -0.085 0.080
H -2.72890 -1.23783 0.46028 0.502 0.331 0.371
H -4.37490 -0.84383 -0.89372 0.067 0.224 -1.537
C 1.61410 -2.59683 2.54128 1.968 0.677 -0.186
O 1.66110 -3.04783 1.22628 0.808 0.702 -0.967
H 1.00910 -3.18283 3.19928 -0.332 -0.650 0.404
H 1.26410 -1.56383 2.56928 0.130 0.086 0.286
H 2.69710 -2.67683 2.77228 -0.777 0.521 0.992
H 0.93410 -3.59083 1.02228 -1.536 -1.388 -0.253
C 3.56610 -0.58383 -1.31572 1.500 -0.294 0.318
O 3.36610 -1.15683 -2.58972 -0.965 -0.788 0.236
H 3.40410 -1.27083 -0.49472 -0.425 -0.336 0.157
H 3.00210 0.30817 -1.16372 -0.790 0.639 -0.054
H 4.62310 -0.30683 -1.16172 -0.180 -0.034 -0.448
H 2.71610 -1.89483 -2.44572 1.052 0.627 -0.106
C 0.68110 -0.42383 -4.38472 -0.771 0.139 0.906
O 0.58910 -0.52183 -5.73872 0.656 2.495 -2.167
H -0.34190 -0.39983 -4.12572 -1.051 0.325 1.639
H 1.22710 0.43117 -4.05072 0.166 1.016 -0.140
H 1.16610 -1.18983 -3.85572 0.701 -1.577 0.272
H 0.66110 -1.36583 -6.08672 0.348 -2.463 -0.628
C 1.02910 -4.03083 -2.30272 1.404 1.486 -1.258
O 2.12910 -3.55883 -1.49472 -0.496 -0.163 0.638
H 0.26810 -4.60383 -1.81772 -0.477 -0.046 0.681
H 1.43610 -4.65583 -3.11872 0.217 0.005 0.634
H 0.65010 -3.14783 -2.87672 -0.468 -0.612 0.690
H 1.91710 -3.23083 -0.56872 -0.075 -0.587 -1.580
C -2.55390 -3.00483 -2.33072 1.556 0.805 -0.586
O -2.93690 -3.80483 -3.44672 -0.141 -0.101 -0.222
H -1.68590 -3.49783 -1.89572 0.173 0.230 0.425
H -3.27690 -2.89083 -1.51072 -0.362 -0.262 -0.854
H -2.21890 -1.99883 -2.71272 -0.523 -0.679 0.745
H -2.14690 -3.84983 -4.02272 -0.781 0.030 0.499
```
Forces are in eV/Å.

DFT total energy (eV): -57303.9509
Energy relative to the best compared isomer or geometry (same formula, charge and spin) (eV): 1.097
HOMO energy (eV): -8.654
Frontier orbital gap (eV): 8.6
Molecular weight (g/mol): 588.74
LUMO (Ha): -0.00276